## one
Here is a cluster of 2 separate species, C3H5F2NO2 in total from OMol25. Energies are from ωB97M-V/def2-TZVPD.

Properties
Kohn-Sham gap   9.696 eV
E_HOMO   -0.343 hartree
2S+1   1
LUMO energy   0.4 eV
SMILES   [O-][N+]#CCO.FCF

Geometry as XYZ:
```
13
Properties=species:S:1:pos:R:3:lowdin_charge:R:1
O 2.506 1.739 0.489 0.058
N 1.446 1.258 0.547 -0.145
C 0.383 0.815 0.369 -0.011
C -1.132 0.989 0.528 -0.182
O -1.874 0.052 -0.273 -0.123
H -1.381 0.732 1.578 0.123
H -1.388 2.069 0.218 0.146
H -2.526 0.473 -0.921 0.130
F 0.351 -1.581 0.744 0.039
C 0.721 -1.669 -0.528 -0.288
F 1.916 -1.019 -0.637 -0.012
H 0.004 -1.188 -1.325 0.153
H 0.973 -2.669 -0.789 0.111
```

---

## two
Here is a cluster of 2 separate species, C3H5F2NO2 in total from OMol25. Energies are from ωB97M-V/def2-TZVPD.

Properties
Kohn-Sham gap   10.241 eV
E_HOMO   -0.357 hartree
2S+1   1
LUMO energy   0.5 eV
SMILES   [O-][N+]#CCO.FCF

Geometry as XYZ:
```
13
Properties=species:S:1:pos:R:3:lowdin_charge:R:1
O -1.258 -0.674 2.214 0.053
N -0.581 -0.808 1.259 -0.130
C 0.144 -0.664 0.327 -0.003
C 0.908 -1.079 -0.821 -0.272
O 1.408 -2.386 -0.890 -0.052
H 0.353 -0.796 -1.836 0.163
H 1.948 -0.531 -0.751 0.162
H 0.730 -3.043 -1.039 0.087
F 0.489 2.077 -0.218 -0.013
C -0.834 1.993 0.226 -0.229
F -0.763 1.949 1.561 0.030
H -1.227 1.059 0.027 0.075
H -1.319 2.903 -0.061 0.127
```

---

Stability verdict: two, ahead by 2.8 kcal/mol

---

## one
Here is a cluster of 3 separate species, C3H13NO3 in total from OMol25. Energies are from ωB97M-V/def2-TZVPD.

Properties
Charge   +1
Kohn-Sham gap (alpha / beta)   10.686 / 4.632 eV
E_HOMO (alpha / beta)   -0.526 / -0.525 hartree
2S+1   2
LUMO energy (alpha / beta)   -3.6 / -9.7 eV

Geometry as XYZ:
```
20
Properties=species:S:1:pos:R:3:lowdin_charge:R:1
C -0.701 -0.693 -1.078 -0.161
C -1.330 -0.169 0.185 -0.364
C -1.388 1.375 0.372 0.017
O -0.695 -0.627 1.361 0.102
N 0.168 0.167 -1.853 0.180
H -0.337 -1.663 -0.717 0.137
H -1.558 -0.887 -1.786 0.198
H -2.381 -0.484 0.250 0.182
H -2.082 1.615 1.166 0.103
H -0.409 1.821 0.509 0.095
H -1.752 1.766 -0.586 0.091
H 0.182 -1.022 1.182 0.131
H -0.274 1.077 -2.058 0.127
H 0.276 0.009 -2.870 0.151
H 1.570 0.525 2.680 -0.004
H 1.981 1.993 3.020 0.040
O 1.637 1.169 3.371 -0.033
H 1.903 -1.333 -1.256 -0.009
H 2.970 -2.550 -1.120 0.046
O 2.219 -2.090 -0.772 -0.031
```

---

## two
Here is a cluster of 4 separate species, C3H13NO3 in total from OMol25. Energies are from ωB97M-V/def2-TZVPD.

Properties
Charge   +1
Kohn-Sham gap (alpha / beta)   8.763 / 4.709 eV
E_HOMO (alpha / beta)   -0.549 / -0.514 hartree
2S+1   2
LUMO energy (alpha / beta)   -6.2 / -9.3 eV

Geometry as XYZ:
```
20
Properties=species:S:1:pos:R:3:lowdin_charge:R:1
C 0.220 1.510 0.480 -0.288
C 0.707 0.408 -0.569 -0.111
C -0.382 -0.024 -1.601 -0.148
O 0.190 -1.048 -2.406 0.174
N 1.264 1.667 1.398 0.081
H -0.718 1.110 0.820 0.069
H 0.081 2.405 -0.167 0.147
H 0.870 -0.463 0.050 0.067
H 1.637 0.681 -1.065 0.134
H -0.581 0.756 -2.355 0.150
H -1.288 -0.264 -1.004 0.143
H 0.564 -1.650 -1.715 0.121
H 2.048 2.063 0.883 0.114
H 1.142 2.286 2.190 0.120
H -0.726 -1.757 0.552 -0.052
H -0.812 -3.227 0.099 0.064
O -0.224 -2.470 0.018 -0.108
H 0.033 -0.454 1.705 0.427
H -2.410 -0.847 1.616 0.070
O -1.616 -0.682 1.070 -0.175
```

---

Stability verdict: one, ahead by 90.0 kcal/mol

---

## one
Here is a cluster of 2 separate species, C11H17N2 in total from OMol25. Energies are from ωB97M-V/def2-TZVPD.

Properties
Charge   +1
Kohn-Sham gap   7.979 eV
E_HOMO   -0.410 hartree
2S+1   1
LUMO energy   -3.2 eV

Geometry as XYZ:
```
30
Properties=species:S:1:pos:R:3:lowdin_charge:R:1
C -1.499 -1.527 2.716 -0.146
C -1.989 -1.421 4.169 -0.054
N -0.840 -0.198 2.304 0.184
H -0.726 -2.265 2.566 0.127
H -2.347 -1.558 2.045 0.125
H -1.420 -2.120 4.766 0.080
H -3.028 -1.711 4.286 0.088
H -1.555 0.522 2.408 0.161
H -0.017 0.007 2.865 0.168
H -0.511 -0.316 1.339 0.133
H -1.772 -0.441 4.583 0.081
C 2.546 -1.544 -1.997 -0.041
C 0.937 0.250 -1.097 -0.151
C 1.190 -0.925 -1.908 -0.223
C -0.441 0.529 -1.184 -0.244
C 0.007 -1.220 -2.493 -0.043
C 1.270 2.303 0.141 -0.077
C -0.144 2.399 0.320 -0.112
C 1.781 1.171 -0.455 -0.027
C -0.963 1.561 -0.412 -0.070
N -1.017 -0.401 -2.025 0.077
H 1.851 3.123 0.536 0.104
H -0.467 3.009 1.130 0.092
H 2.856 1.119 -0.622 0.120
H -2.007 1.852 -0.357 0.112
H 3.250 -0.980 -2.612 0.088
H 2.550 -2.534 -2.460 0.083
H -0.205 -1.999 -3.196 0.125
H -1.782 -0.114 -2.621 0.159
H 2.934 -1.645 -0.986 0.080
```

---

## two
Here is a cluster of 2 separate species, C11H17N2 in total from OMol25. Energies are from ωB97M-V/def2-TZVPD.

Properties
Charge   +1
Kohn-Sham gap   8.235 eV
E_HOMO   -0.419 hartree
2S+1   1
LUMO energy   -3.2 eV

Geometry as XYZ:
```
30
Properties=species:S:1:pos:R:3:lowdin_charge:R:1
C -2.508 0.284 2.891 -0.027
C 0.499 -0.234 0.695 -0.244
C -0.629 -0.772 1.344 -0.147
C -1.320 0.326 1.976 -0.227
C -0.699 1.463 1.599 -0.041
C 1.594 -0.948 0.255 -0.032
C 1.514 -2.334 0.493 -0.079
C -0.726 -2.155 1.457 -0.001
C 0.391 -2.898 1.079 -0.082
N 0.356 1.195 0.662 0.015
H 1.240 1.580 0.994 0.151
H 2.460 -0.599 -0.289 0.100
H -0.902 2.505 1.794 0.125
H 2.367 -2.911 0.160 0.107
H -1.496 -2.718 1.968 0.119
H -2.299 -0.432 3.691 0.089
H -3.373 -0.142 2.378 0.086
H 0.436 -3.971 1.218 0.110
H -2.723 1.276 3.271 0.082
C 0.280 1.621 -2.281 -0.185
C 1.708 1.449 -2.742 -0.067
N -0.471 0.301 -2.418 0.192
H 0.172 1.973 -1.252 0.092
H -0.262 2.265 -2.974 0.127
H 2.095 2.387 -3.128 0.092
H 1.860 0.689 -3.525 0.091
H -0.852 0.145 -3.353 0.171
H 0.135 -0.515 -2.272 0.154
H -1.186 0.206 -1.692 0.164
H 2.343 0.963 -1.998 0.065
```

---

Stability verdict: one, ahead by 1.5 kcal/mol